(1)
ORCA calculation (ωB97M-V with the def2-TZVPD basis set) on a molecular structure, C27H36KNO3P2S2Se2.

The geometry in ORCA input format:
```
! wB97M-V def2-TZVPD RIJCOSX def2/J DEFGRID3
* xyz -1 2
K -0.05 1.09 -1.16
C 3.89 -0.84 -4.37
Se 2.62 -0.95 -2.89
C 3.90 -0.76 -1.42
C 4.11 -2.03 -0.61
Se 2.46 -3.07 -0.38
C 2.77 -3.47 1.49
H 4.43 0.10 -4.31
H 3.31 -0.86 -5.29
H 4.57 -1.68 -4.33
H 3.52 0.04 -0.79
H 4.83 -0.43 -1.88
H 4.44 -1.78 0.39
H 4.84 -2.70 -1.08
H 3.76 -3.91 1.61
H 2.01 -4.18 1.81
H 2.68 -2.56 2.08
O -1.29 2.09 2.19
N -1.61 1.56 0.94
C -2.36 0.54 1.02
C -2.89 -0.04 2.28
C -4.14 0.37 2.72
C -4.62 -0.04 3.96
C -3.83 -0.85 4.76
C -2.59 -1.29 4.30
C -2.11 -0.92 3.05
P -0.51 -1.52 2.32
C 0.66 -0.22 2.56
C 0.70 0.64 3.72
C 1.50 1.76 3.73
C 2.31 2.11 2.63
C 2.29 1.27 1.49
C 1.50 0.15 1.45
C -0.15 -2.81 3.61
C 0.89 -2.68 4.54
C 1.18 -3.72 5.41
C 0.46 -4.90 5.38
C -0.58 -5.04 4.46
C -0.87 -4.00 3.58
H -0.64 2.77 2.01
H -2.68 0.15 0.06
H -4.72 1.04 2.10
H -5.59 0.30 4.31
H -4.18 -1.15 5.73
H -2.00 -1.95 4.92
H 0.06 0.43 4.57
H 1.50 2.39 4.62
H 2.93 3.00 2.66
H 2.92 1.51 0.64
H 1.52 -0.50 0.58
H 1.46 -1.76 4.56
H 1.99 -3.60 6.13
H 0.70 -5.71 6.05
H -1.15 -5.96 4.41
H -1.67 -4.11 2.86
C -2.43 5.52 -6.23
C -2.49 4.67 -4.98
O -1.18 4.14 -4.76
P -0.97 2.89 -3.74
S 0.98 2.75 -3.50
S -2.22 2.98 -2.23
O -1.49 1.64 -4.65
C -0.83 1.36 -5.89
C -1.87 0.98 -6.91
H -3.40 6.00 -6.40
H -2.19 4.91 -7.10
H -1.67 6.29 -6.13
H -3.21 3.86 -5.08
H -2.78 5.27 -4.11
H -0.12 0.54 -5.72
H -0.25 2.23 -6.22
H -2.45 0.13 -6.57
H -1.39 0.72 -7.86
H -2.55 1.81 -7.08
*
```

* E_LUMO (alpha / beta): 0.07820 / 0.07809 Ha
* energy: -8212.87803 Eh
* relative energy (zero: lowest compared OMol25 entry of this formula, charge and spin): 22.44 kcal per mole
* ⟨S²⟩: 0.763

(2)
ORCA calculation (ωB97M-V with the def2-TZVPD basis set) on a molecular structure, C29H31As2F6GeNO4S2Zr.

The geometry in ORCA input format:
```
! wB97M-V def2-TZVPD RIJCOSX def2/J DEFGRID3
* xyz 3 2
Zr 0.92 0.21 0.37
F 1.73 -0.75 3.75
C 1.55 0.51 4.15
F 2.67 0.99 4.64
F 0.57 0.57 5.02
S 1.08 1.53 2.67
O -0.12 0.73 2.10
O 0.78 2.84 3.10
N 2.15 1.27 1.56
S 2.91 -1.87 0.63
O 1.38 -1.99 0.99
O 2.82 -0.70 -0.36
C 3.17 -3.31 -0.55
F 3.08 -4.42 0.15
F 4.38 -3.16 -1.06
F 2.26 -3.29 -1.52
C 3.11 4.09 0.30
As 2.81 2.55 -0.80
C 4.52 1.81 -1.25
C 1.81 2.99 -2.38
C 2.52 3.36 -3.52
C 1.82 3.81 -4.64
C 0.44 3.87 -4.61
C -0.27 3.47 -3.48
C 0.41 3.02 -2.36
As -0.54 2.39 -0.79
C -0.74 3.92 0.39
C -2.37 2.16 -1.36
H 3.71 4.78 -0.29
H 3.65 3.77 1.19
H 2.17 4.56 0.57
H 5.14 2.62 -1.63
H 4.40 1.02 -2.00
H 4.97 1.41 -0.34
H 3.60 3.33 -3.55
H 2.36 4.11 -5.52
H -0.10 4.22 -5.48
H -1.35 3.51 -3.49
H -0.97 4.79 -0.22
H 0.14 4.09 1.00
H -1.57 3.71 1.06
H -2.81 3.15 -1.48
H -2.92 1.61 -0.60
H -2.41 1.62 -2.30
C -0.04 -4.82 0.19
Ge -0.45 -3.06 0.86
C -0.92 -2.85 2.68
C -0.50 -3.85 3.57
C -0.78 -3.72 4.92
C -1.48 -2.61 5.39
C -1.90 -1.62 4.50
C -1.62 -1.74 3.15
C -1.08 -1.82 -0.54
C -0.23 -1.35 -1.53
C -0.71 -0.81 -2.74
C -2.05 -0.79 -2.98
C -2.97 -1.25 -2.01
C -4.36 -1.25 -2.27
C -5.25 -1.73 -1.35
C -4.78 -2.25 -0.12
C -3.44 -2.26 0.16
C -2.49 -1.76 -0.77
H -0.99 -5.37 0.22
H 0.66 -5.34 0.84
H 0.32 -4.80 -0.83
H 0.03 -4.72 3.22
H -0.46 -4.49 5.61
H -1.70 -2.52 6.44
H -2.46 -0.77 4.87
H -1.97 -0.97 2.47
H 0.85 -1.52 -1.48
H -0.01 -0.48 -3.50
H -2.43 -0.44 -3.94
H -4.72 -0.86 -3.22
H -6.31 -1.73 -1.56
H -5.48 -2.64 0.59
H -3.11 -2.66 1.11
*
```

* E_LUMO (alpha / beta): -0.34895 / -0.42236 Ha
* energy: -9469.54243 Eh
* relative energy (zero: lowest compared OMol25 entry of this formula, charge and spin): 11.84 kcal per mole
* ⟨S²⟩: 0.757

(3)
ORCA calculation (ωB97M-V with the def2-TZVPD basis set) on a molecular structure, C41H38CdN12O5S2 in a non-equilibrium geometry.

The geometry in ORCA input format:
```
! wB97M-V def2-TZVPD RIJCOSX def2/J DEFGRID3
* xyz -2 1
Cd 0.26 0.01 0.85
N -0.34 -0.56 -1.12
C -0.14 0.24 -2.12
C 0.19 1.58 -1.54
O 0.33 2.58 -2.30
O 0.29 1.58 -0.40
H 0.13 -1.77 -1.21
H -1.31 -1.03 -0.86
H -1.06 0.30 -2.73
H 0.70 -0.07 -2.77
S -0.01 -2.37 0.17
C 1.22 -2.69 -0.93
N 1.19 -3.31 -2.18
C 2.36 -3.17 -3.03
C 3.65 -3.29 -2.24
N 3.68 -2.37 -1.11
C 4.98 -1.92 -0.64
C 5.87 -3.05 -0.18
C 7.00 -3.40 -0.91
C 7.82 -4.45 -0.49
C 7.52 -5.14 0.67
C 6.39 -4.80 1.41
C 5.57 -3.76 0.98
C 2.51 -2.18 -0.39
S 2.26 -1.44 1.09
C 0.01 -3.93 -2.74
C 0.17 -5.43 -2.84
C 0.32 -6.20 -1.68
C 0.49 -7.57 -1.76
C 0.51 -8.20 -3.00
C 0.35 -7.45 -4.16
C 0.19 -6.07 -4.08
H 2.29 -2.19 -3.52
H 2.34 -3.94 -3.81
H 4.50 -3.08 -2.90
H 3.76 -4.30 -1.84
H 4.88 -1.19 0.17
H 5.45 -1.38 -1.48
H 7.26 -2.87 -1.82
H 8.71 -4.71 -1.06
H 8.16 -5.95 1.01
H 6.14 -5.34 2.32
H 4.69 -3.50 1.57
H -0.17 -3.49 -3.73
H -0.88 -3.72 -2.14
H 0.31 -5.72 -0.70
H 0.60 -8.16 -0.85
H 0.64 -9.28 -3.06
H 0.36 -7.95 -5.12
H 0.07 -5.50 -4.99
C 0.83 5.90 1.02
N 0.87 4.53 1.47
C 0.42 3.44 0.81
N 0.69 2.34 1.49
C 1.35 2.85 2.59
N 1.50 4.17 2.61
C -0.41 6.62 1.47
C -0.33 7.73 2.31
C -1.48 8.42 2.69
C -2.73 8.01 2.25
C -2.84 6.88 1.43
C -1.67 6.22 1.03
C -4.14 6.38 1.03
N -5.26 6.98 0.77
N -6.18 5.98 0.47
C -5.56 4.85 0.64
O -4.25 5.02 0.96
C -6.01 3.47 0.52
C -7.06 3.12 -0.33
C -7.44 1.79 -0.45
C -6.79 0.80 0.27
C -5.73 1.13 1.13
C -5.06 0.04 1.94
N -3.69 0.35 2.28
C -2.61 0.32 1.47
N -1.55 0.77 2.12
C -2.05 1.04 3.35
N -3.34 0.79 3.51
C -5.38 2.47 1.26
H 0.89 5.90 -0.07
H 1.74 6.39 1.40
H -0.09 3.50 -0.14
H 1.73 2.25 3.39
H 0.63 8.07 2.68
H -1.40 9.28 3.35
H -3.62 8.54 2.57
H -1.76 5.35 0.38
H -7.58 3.88 -0.90
H -8.26 1.53 -1.11
H -7.11 -0.23 0.17
H -5.04 -0.90 1.39
H -5.61 -0.12 2.88
H -2.65 0.00 0.44
H -1.44 1.43 4.16
H -4.59 2.75 1.96
O 3.93 1.14 3.27
C 2.95 0.86 2.64
N 1.97 0.58 2.01
O -0.99 -1.08 1.62
*
```

* E_LUMO (alpha / beta): 0.13605 / 0.13597 Ha
* energy: -3582.07570 Eh
* relative energy (zero: lowest compared OMol25 entry of this formula, charge and spin): 408.75 kcal per mole

(4)
ORCA calculation (ωB97M-V with the def2-TZVPD basis set) on C5H9N in the gas phase in a non-equilibrium geometry.

The geometry in ORCA input format:
```
! wB97M-V def2-TZVPD RIJCOSX def2/J DEFGRID3
* xyz 0 1
C -1.19 0.02 0.40
C -0.42 -1.21 -0.17
C 1.02 -0.74 -0.38
N 1.57 -0.05 0.81
C 1.06 0.73 -0.31
C -0.40 1.20 -0.17
H -2.24 -0.01 0.03
H -1.14 0.07 1.47
H -0.98 -1.52 -1.09
H -0.47 -2.08 0.51
H 1.78 -1.31 -0.99
H 0.89 -0.07 1.55
H 1.77 1.35 -0.88
H -0.52 2.18 0.39
H -0.73 1.44 -1.18
*
```

* E_LUMO: 0.04168 Ha
* energy: -250.62782 Eh
* relative energy (zero: lowest compared OMol25 entry of this formula, charge and spin): 24.55 kcal per mole

(5)
ORCA calculation (ωB97M-V with the def2-TZVPD basis set) on a molecular structure, C11H19FO2Si2 in a non-equilibrium geometry.

The geometry in ORCA input format:
```
! wB97M-V def2-TZVPD RIJCOSX def2/J DEFGRID3
* xyz 0 1
C 0.56 -2.24 1.37
C 1.15 -2.32 -0.06
C 0.15 -2.63 -1.16
F -0.32 -3.95 -1.03
Si -1.33 -1.46 -1.31
O -2.03 -1.04 0.14
Si -2.94 0.35 0.18
O -4.24 0.33 -0.85
C -1.95 1.94 -0.09
C -0.50 1.83 0.36
C -0.22 1.93 1.71
C 1.08 1.80 2.10
C 2.09 1.58 1.21
C 1.81 1.51 -0.13
C 2.90 1.26 -1.15
C 0.51 1.64 -0.55
H -0.46 -2.64 1.40
H 0.44 -1.18 1.63
H 1.17 -2.73 2.13
H 1.87 -3.15 -0.05
H 1.73 -1.42 -0.25
H 0.70 -2.58 -2.11
H -0.87 -0.28 -2.07
H -2.35 -2.12 -2.16
H -3.50 0.45 1.54
H -4.19 -0.34 -1.55
H -1.99 2.27 -1.13
H -2.43 2.69 0.55
H -1.01 2.11 2.42
H 1.36 1.84 3.15
H 3.11 1.45 1.57
H 2.56 0.47 -1.83
H 3.14 2.13 -1.76
H 3.77 0.87 -0.63
H 0.23 1.57 -1.59
*
```

* E_LUMO: 0.02607 Ha
* energy: -1260.01259 Eh

(6)
ORCA calculation (ωB97M-V with the def2-TZVPD basis set) on a molecular structure, C45H45N8O16P2V in a non-equilibrium geometry.

The geometry in ORCA input format:
```
! wB97M-V def2-TZVPD RIJCOSX def2/J DEFGRID3
* xyz -1 4
V -0.33 -0.44 0.85
N 1.01 -1.15 2.31
C 0.56 -2.43 2.90
C -0.37 -3.11 1.89
O -0.59 -4.31 1.93
N -0.82 -2.25 0.95
C -1.01 -2.80 -0.37
C 0.02 -2.02 -1.25
O 0.15 -2.31 -2.43
O 0.64 -1.12 -0.57
H 1.90 -1.33 1.80
H 1.22 -0.49 3.06
H 0.05 -2.27 3.85
H 1.40 -3.11 3.07
H -2.00 -2.63 -0.80
H -0.79 -3.87 -0.40
O 6.00 -2.70 1.16
C 5.44 -1.81 0.52
O 4.34 -1.26 0.83
C 6.14 -1.26 -0.73
C 7.37 -1.83 -1.05
C 8.13 -1.35 -2.10
C 7.66 -0.28 -2.85
C 6.43 0.28 -2.56
C 5.64 -0.20 -1.52
P 3.98 0.60 -1.28
C 3.23 0.30 -2.92
C 3.77 -0.50 -3.92
C 3.10 -0.64 -5.13
C 1.88 -0.01 -5.33
C 1.30 0.73 -4.31
C 1.97 0.87 -3.11
C 4.62 2.33 -1.53
C 3.97 3.32 -2.28
C 4.37 4.64 -2.19
C 5.42 5.02 -1.36
C 6.07 4.05 -0.62
C 5.67 2.72 -0.70
H 7.72 -2.66 -0.44
H 9.08 -1.81 -2.34
H 8.26 0.12 -3.65
H 6.07 1.10 -3.17
H 4.69 -1.03 -3.76
H 3.52 -1.27 -5.90
H 1.36 -0.13 -6.28
H 0.31 1.15 -4.44
H 1.49 1.36 -2.27
H 3.16 3.04 -2.93
H 3.85 5.40 -2.78
H 5.72 6.05 -1.30
H 6.88 4.33 0.04
H 6.18 1.97 -0.10
C -8.34 -2.48 -0.28
O -7.00 -2.46 0.17
C -6.27 -3.60 0.07
C -6.76 -4.81 -0.39
C -5.93 -5.93 -0.44
C -4.62 -5.85 -0.03
C -4.12 -4.64 0.44
C -4.93 -3.52 0.47
N -4.37 -2.32 1.01
C -3.84 -1.30 0.38
C -3.95 -0.83 -0.93
C -5.04 -1.07 -1.80
C -5.19 -0.36 -2.95
C -4.22 0.60 -3.31
C -3.11 0.81 -2.56
C -2.87 0.06 -1.35
O -1.75 0.15 -0.78
H -8.67 -1.45 -0.24
H -8.96 -3.10 0.37
H -8.42 -2.85 -1.31
H -7.79 -4.90 -0.70
H -6.33 -6.86 -0.81
H -3.97 -6.71 -0.06
H -3.10 -4.57 0.81
H -3.96 -2.45 1.94
H -3.17 -0.71 1.01
H -5.80 -1.76 -1.50
H -6.05 -0.51 -3.58
H -4.37 1.18 -4.22
H -2.37 1.54 -2.83
N 3.48 1.48 1.66
C 2.96 2.81 1.26
P 1.08 2.56 1.22
O 0.72 2.41 2.66
O 0.81 1.39 0.31
C 0.56 4.10 0.33
N -0.33 3.72 -0.77
H 4.43 1.43 2.01
H 3.45 0.84 0.79
H 2.83 1.11 2.37
H 3.40 3.07 0.30
H 3.20 3.57 2.01
H 1.47 4.62 0.00
H 0.02 4.75 1.02
H 0.13 3.04 -1.38
H -0.62 4.52 -1.32
H -2.13 3.02 0.02
O -3.28 2.24 7.64
N -3.30 2.85 6.59
O -3.68 4.01 6.49
C -2.87 2.18 5.39
C -2.59 0.84 5.44
C -2.17 0.17 4.29
C -1.92 0.85 3.03
O -1.25 0.28 2.09
C -2.42 2.22 3.02
C -2.83 2.86 4.18
N -2.52 2.98 1.88
O -2.46 2.33 0.70
O -2.77 4.20 1.88
N -2.06 -1.23 4.41
O -2.06 -1.91 3.39
O -2.01 -1.74 5.52
H -2.70 0.28 6.36
H -3.13 3.90 4.13
*
```

* E_LUMO (alpha / beta): 0.04712 / 0.04513 Ha
* energy: -5010.38318 Eh
* ⟨S²⟩: 3.787

(7)
ORCA calculation (ωB97M-V with the def2-TZVPD basis set) on C5H9N3O in the gas phase in a non-equilibrium geometry.

The geometry in ORCA input format:
```
! wB97M-V def2-TZVPD RIJCOSX def2/J DEFGRID3
* xyz 0 1
C 1.30 -1.31 -0.05
C 0.22 -0.33 -0.57
C -0.74 0.31 0.13
C -0.95 0.25 1.61
N 0.02 1.07 2.35
C -1.38 1.02 -0.93
N -0.85 0.88 -2.11
N 0.12 -0.01 -1.87
O 1.00 -0.39 -2.83
H 1.10 -1.53 1.00
H 1.31 -2.25 -0.54
H 2.35 -0.89 -0.14
H -0.91 -0.78 1.95
H -1.92 0.61 1.92
H -0.04 2.01 1.92
H 1.01 0.87 2.20
H -2.25 1.61 -0.77
H 0.61 -1.15 -3.26
*
```

* E_LUMO: 0.02409 Ha
* energy: -435.34601 Eh
* relative energy (zero: lowest compared OMol25 entry of this formula, charge and spin): 70.10 kcal per mole

(8)
ORCA calculation (ωB97M-V with the def2-TZVPD basis set) on a molecular structure, C19H33AsNOPS5Y in a non-equilibrium geometry.

The geometry in ORCA input format:
```
! wB97M-V def2-TZVPD RIJCOSX def2/J DEFGRID3
* xyz -1 1
Y 14.58 -6.61 -8.73
S 16.01 -4.44 -9.34
As 16.81 -6.23 -10.36
S 15.02 -6.84 -11.36
S 16.92 -7.74 -8.63
S 18.57 -5.94 -11.46
S 11.82 -5.93 -4.50
C 12.84 -6.03 -5.79
N 13.59 -6.20 -6.69
O 12.58 -7.36 -9.63
P 11.46 -8.11 -10.29
C 11.03 -7.40 -11.93
C 9.54 -7.78 -12.31
C 9.21 -7.40 -13.77
C 10.00 -6.17 -14.15
C 11.51 -6.40 -14.24
C 11.99 -7.37 -13.08
C 11.72 -9.99 -10.28
C 13.16 -10.36 -10.65
C 13.45 -10.72 -12.17
C 12.36 -11.68 -12.72
C 10.95 -11.07 -12.59
C 10.67 -10.86 -11.09
C 10.00 -7.59 -9.28
C 10.48 -7.11 -7.87
C 10.75 -8.34 -6.97
C 9.52 -9.10 -6.75
C 8.89 -9.63 -8.05
C 8.78 -8.54 -9.14
H 11.09 -6.38 -11.51
H 8.85 -7.26 -11.73
H 9.36 -8.83 -12.14
H 8.13 -7.27 -13.79
H 9.34 -8.20 -14.51
H 9.83 -5.36 -13.38
H 9.58 -5.64 -15.07
H 12.05 -5.46 -14.26
H 11.71 -6.87 -15.22
H 13.01 -7.13 -12.77
H 12.08 -8.32 -13.59
H 11.56 -10.15 -9.25
H 13.33 -11.27 -10.10
H 13.88 -9.64 -10.19
H 14.50 -11.01 -12.23
H 13.28 -9.78 -12.74
H 12.41 -12.67 -12.25
H 12.57 -11.97 -13.75
H 10.13 -11.70 -13.02
H 10.89 -10.13 -13.07
H 10.67 -11.81 -10.55
H 9.70 -10.43 -10.89
H 9.68 -6.71 -9.90
H 9.63 -6.66 -7.37
H 11.34 -6.47 -8.02
H 11.20 -8.05 -6.04
H 11.53 -9.03 -7.32
H 8.87 -8.38 -6.19
H 9.71 -9.98 -6.10
H 7.86 -10.05 -7.89
H 9.58 -10.44 -8.35
H 7.90 -8.01 -8.84
H 8.48 -8.97 -10.12
*
```

* E_LUMO: 0.07439 Ha
* energy: -5480.48894 Eh